No. 1
# C47H36F6INO3Ta

A structure of composition C47H36F6INO3Ta (ωB97M-V/def2-TZVPD, the OMol25 dataset).

Geometry as ORCA input:
```
! wB97M-V def2-TZVPD RIJCOSX def2/J DEFGRID3
* xyz 1 1
Ta 0.02100 -0.33211 -0.04614
O -1.43940 -0.71964 0.96649
C -2.42838 -0.69963 1.99335
C -1.99178 0.39865 2.98312
C -1.59616 1.75772 2.46435
C -1.99380 2.85589 3.22205
C -1.64400 4.12800 2.81909
C -0.93475 4.26597 1.64227
C -0.56350 3.13400 0.93178
C 0.19100 3.32805 -0.35628
C -0.32118 2.47662 -1.52338
O -0.01282 1.13240 -1.15005
C 0.46148 2.79471 -2.79677
C -0.17427 3.21772 -3.95779
C 0.56424 3.50837 -5.09790
C 1.94163 3.37945 -5.08807
C 2.58388 2.96022 -3.93047
C 1.84865 2.67372 -2.79396
C -1.82704 2.55863 -1.72380
C -2.50552 1.46266 -2.25182
C -3.86396 1.53602 -2.51076
C -4.56028 2.70832 -2.25541
C -3.89258 3.80377 -1.73276
C -2.53191 3.72932 -1.46796
N -0.86038 1.89094 1.34952
C -2.38268 -2.03282 2.73910
C -1.53819 -3.06582 2.36015
C -1.51352 -4.25283 3.08193
C -2.32921 -4.41722 4.18630
C -3.18308 -3.38995 4.56662
C -3.21189 -2.20827 3.84636
C -3.77894 -0.46120 1.32474
C -4.21264 0.82286 1.00395
C -5.42939 1.01871 0.36953
C -6.22457 -0.06385 0.02960
C -5.79613 -1.34661 0.33020
C -4.58552 -1.54398 0.97830
H -2.80373 0.53997 3.69657
H -1.15497 -0.00264 3.55379
H -2.57893 2.69682 4.11654
H -1.93741 4.99404 3.39651
H -0.66625 5.24218 1.26326
H 0.16185 4.38152 -0.63395
H 1.24560 3.08335 -0.21125
H -1.24934 3.32137 -3.98267
H 0.05512 3.83613 -5.99436
H 2.51598 3.60741 -5.97581
H 3.66098 2.85851 -3.91358
H 2.36506 2.34222 -1.90206
H -1.96964 0.54892 -2.47918
H -4.37742 0.67443 -2.91744
H -5.61988 2.76787 -2.46539
H -4.42722 4.72348 -1.53549
H -2.02540 4.60074 -1.07448
H -0.89484 -2.96514 1.49697
H -0.84960 -5.04947 2.77304
H -2.30636 -5.34110 4.74793
H -3.83155 -3.51199 5.42370
H -3.90115 -1.42475 4.13715
H -3.61041 1.69021 1.23423
H -5.75055 2.02521 0.13817
H -7.17548 0.09086 -0.46250
H -6.41160 -2.19909 0.07504
H -4.27333 -2.55036 1.22420
I 2.56334 -0.85646 -1.90767
C 1.30557 -1.84832 -3.23565
C 1.83940 -2.19589 -4.44649
C 1.06946 -2.90963 -5.37582
C -0.20798 -3.25403 -5.05052
C -0.76915 -2.89574 -3.80340
C -2.10207 -3.27894 -3.52459
C -2.67046 -2.94697 -2.33728
C -1.93054 -2.21148 -1.39222
C -0.62270 -1.78950 -1.58150
C -0.01869 -2.16176 -2.83824
H 2.85767 -1.92621 -4.69032
H 1.49671 -3.18213 -6.33046
H -0.82260 -3.81106 -5.74576
H -2.64698 -3.83824 -4.27432
H -3.68837 -3.22858 -2.10315
H -2.45688 -1.95650 -0.48760
C 3.72508 -1.43366 1.60437
C 2.43842 -0.75749 2.08173
O 1.43810 -0.89502 1.12353
C 2.68819 0.74052 2.31500
F 1.66207 1.33728 2.93491
F 3.78949 0.97084 3.01508
F 2.82354 1.34813 1.11372
C 1.95026 -1.45104 3.36604
F 1.95865 -2.77514 3.21435
F 2.72402 -1.14523 4.40916
F 0.69159 -1.08961 3.66275
H 4.11418 -0.91204 0.73309
H 3.49857 -2.46079 1.33186
H 4.48625 -1.42432 2.38338
*
```

Results
ΔE to the lowest compared entry with this formula, charge and spin in kJ/mol: 4.3
E_HOMO in eV: -10.83
F_max in Eh/bohr: 0.0147

***

No. 2
# C14H19FN2O2

A structure of composition C14H19FN2O2 (ωB97M-V/def2-TZVPD, the OMol25 dataset).

Geometry as ORCA input:
```
! wB97M-V def2-TZVPD RIJCOSX def2/J DEFGRID3
* xyz 0 1
C 2.86280 2.60680 1.28164
C 3.92711 1.46222 0.86872
H 4.47874 1.78510 -0.07718
H 4.53257 1.27201 1.66397
O 3.11758 0.05200 0.56712
C 2.44683 -0.05895 -0.43374
O 2.47938 0.68086 -1.24159
N 1.82704 -1.13071 -0.65665
C 1.61084 -2.00057 0.51094
H 2.43029 -2.89255 0.56329
C 0.16266 -2.38058 0.59630
N -0.81476 -1.55894 -0.12665
C -0.38457 -1.65094 -1.54785
C 1.13212 -1.43092 -1.68556
H 1.40563 -2.54500 -2.14372
H 1.31380 -0.85353 -2.38884
H -0.79043 -0.67812 -1.70490
H -0.94472 -2.31865 -1.91649
C -0.77212 -0.30928 0.66211
C -2.15553 0.33600 0.39242
C -3.42512 -0.24529 0.47178
C -4.66817 0.45411 0.29649
C -4.48299 1.64263 -0.54017
C -3.30723 2.13151 -0.72084
C -2.08441 1.63457 -0.70483
H -1.03832 1.92343 -0.70809
H -3.17450 2.81011 -1.46845
H -5.34698 2.16815 -0.96538
H -5.57675 -0.12746 0.50424
F -3.42781 -1.40923 1.36748
H -0.97327 -0.58312 1.72851
H -0.05415 0.24545 0.50463
H -0.07810 -2.77054 1.61263
H 0.15914 -3.62890 -0.03065
H 1.80717 -1.51517 1.51832
H 2.18340 2.97449 0.39422
H 2.25123 2.37101 1.90799
H 3.37156 3.53801 1.64877
*
```

Results
ΔE to the lowest compared entry with this formula, charge and spin in kJ/mol: 1332.1
E_HOMO in eV: -8.39
F_max in Eh/bohr: 0.3461